ORCA calculation (the ωB97M-V functional and the def2-TZVPD basis) on C39H32N12O3RuS3 as an isolated structure.

Geometry (Å):
Ru (1.3768, 0.7820, 0.2751)
C (3.3197, 2.4490, 2.4280)
C (1.8664, 2.4783, 2.7752)
C (1.4880, 3.0542, 4.0150)
C (0.1808, 3.1333, 4.3701)
C (-0.8159, 2.7030, 3.4599)
C (-2.1999, 2.8138, 3.7169)
C (-3.1054, 2.4346, 2.7651)
C (-2.6710, 1.9525, 1.5183)
C (-1.3310, 1.8213, 1.2437)
S (-0.7439, 1.3116, -0.3299)
C (-0.3829, 2.1698, 2.2346)
N (0.9577, 1.9935, 1.9468)
H (3.7362, 3.4470, 2.5774)
H (3.5003, 2.1322, 1.4041)
H (3.8498, 1.7594, 3.0833)
H (2.2716, 3.4082, 4.6706)
H (-0.1126, 3.5433, 5.3287)
H (-2.5266, 3.2099, 4.6696)
H (-4.1660, 2.5192, 2.9593)
H (-3.3976, 1.6920, 0.7582)
C (-1.5406, -3.7714, 0.6775)
N (-0.7973, -2.6162, 1.1408)
C (0.1199, -1.9329, 0.4757)
N (0.4632, -0.8669, 1.1808)
C (-0.2852, -0.9691, 2.3144)
N (-1.0738, -2.0117, 2.3173)
C (-2.4965, -3.4648, -0.4636)
C (-3.3058, -4.5090, -0.9034)
C (-4.2102, -4.3171, -1.9331)
C (-4.3186, -3.0771, -2.5420)
C (-3.5098, -2.0310, -2.1157)
C (-2.5979, -2.2219, -1.0760)
C (-3.7029, -0.7166, -2.7392)
N (-4.8060, -0.2486, -3.2075)
N (-4.5316, 1.0276, -3.6636)
C (-3.2834, 1.2409, -3.4345)
O (-2.6778, 0.1713, -2.8512)
C (-2.5505, 2.4835, -3.6988)
C (-3.2993, 3.6419, -3.9103)
C (-2.6602, 4.8442, -4.1462)
C (-1.2726, 4.9037, -4.1684)
C (-0.5206, 3.7553, -3.9740)
C (0.9896, 3.8315, -3.9852)
N (1.5318, 3.5558, -2.6556)
C (1.8235, 2.3690, -2.1573)
N (2.0075, 2.4673, -0.8462)
C (1.8248, 3.7975, -0.6035)
N (1.5277, 4.4859, -1.6743)
C (-1.1637, 2.5418, -3.7422)
H (-2.0771, -4.1493, 1.5454)
H (-0.8228, -4.5361, 0.3753)
H (0.4870, -2.1925, -0.5018)
H (-0.2392, -0.2654, 3.1272)
H (-3.2318, -5.4807, -0.4285)
H (-4.8366, -5.1354, -2.2610)
H (-5.0284, -2.9073, -3.3397)
H (-2.0059, -1.3760, -0.7452)
H (-4.3784, 3.5805, -3.8816)
H (-3.2419, 5.7418, -4.3047)
H (-0.7736, 5.8498, -4.3377)
H (1.3372, 4.8168, -4.2847)
H (1.4236, 3.0917, -4.6577)
H (1.8667, 1.4659, -2.7386)
H (1.9030, 4.2456, 0.3717)
H (-0.5906, 1.6340, -3.5876)
N (0.7810, -5.9406, 2.9385)
C (1.6044, -4.8466, 2.7505)
C (2.4483, -4.7800, 1.6334)
C (3.2157, -3.6569, 1.4029)
C (3.1399, -2.5711, 2.2708)
C (2.3369, -2.6407, 3.4000)
C (1.5776, -3.7698, 3.6406)
S (4.0407, -1.1023, 1.9198)
O (3.9826, -0.2734, 3.0874)
O (5.2997, -1.4790, 1.3363)
N (3.1868, -0.3445, 0.7477)
C (3.2369, -0.8292, -0.5162)
S (4.4465, -1.6642, -1.4170)
C (3.4159, -1.5916, -2.8097)
C (2.2648, -0.9463, -2.5330)
N (2.1605, -0.5227, -1.2268)
H (1.0774, -6.8042, 2.5139)
H (0.4040, -6.0636, 3.8640)
H (2.5119, -5.6267, 0.9597)
H (3.8902, -3.6332, 0.5579)
H (2.3125, -1.8040, 4.0855)
H (0.9450, -3.8178, 4.5185)
H (3.7074, -2.0497, -3.7398)
H (1.4444, -0.7962, -3.2204)

## Properties
HOMO energy (alpha / beta) = -10.4 / -10.5 eV
HOMO-LUMO gap (alpha / beta) = 7.8 / 6.5 eV
Molecular weight = 914.0 g/mol
Charge = +1
ΔE to the lowest compared entry with this formula, charge and spin = 0.000 eV
2S+1 = 2

Atomic charges from the Mulliken analysis, expressed in e, are listed below:
1. Ru -0.618
2. C -1.944
3. C 0.904
4. C -1.051
5. C -1.060
6. C 1.056
7. C -0.840
8. C -0.983
9. C -0.557
10. C 0.550
11. S 0.392
12. C -0.889
13. N 1.197
14. H 0.528
15. H 0.205
16. H 0.457
17. H 0.588
18. H 0.462
19. H 0.432
20. H 0.430
21. H 0.603
22. C -1.193
23. N 1.456
24. C -1.521
25. N 2.033
26. C -1.250
27. N -1.052
28. C 0.915
29. C -0.905
30. C -0.678
31. C -1.093
32. C -0.317
33. C 0.363
34. C 0.690
35. N -0.487
36. N -0.467
37. C 0.224
38. O -0.072
39. C 0.242
40. C -0.874
41. C -0.808
42. C -0.789
43. C 0.897
44. C -1.385
45. N 0.868
46. C -0.471
47. N 0.397
48. C -0.373
49. N -1.022
50. C 0.322
51. H 0.467
52. H 0.441
53. H 0.506
54. H 0.692
55. H 0.487
56. H 0.400
57. H 0.533
58. H 0.233
59. H 0.542
60. H 0.419
61. H 0.408
62. H 0.442
63. H 0.314
64. H 0.569
65. H 0.540
66. H 0.603
67. N -0.509
68. C 0.904
69. C -0.739
70. C -0.460
71. C -0.314
72. C -0.364
73. C -0.782
74. S 1.057
75. O -0.754
76. O -0.719
77. N 0.274
78. C -0.116
79. S -0.032
80. C -0.594
81. C -0.857
82. N 0.704
83. H 0.230
84. H 0.219
85. H 0.398
86. H 0.455
87. H 0.583
88. H 0.317
89. H 0.480
90. H 0.510